1.
Computed, not measured: a cluster of 2 separate species, C3H6S2 in total at a distorted geometry, with wB97M-V/def2-TZVPD.

Values from the calculation:
LUMO: 0.62 eV
HOMO: -9.04 eV
charge: 0
frontier orbital gap: 9.7 eV
energy: -914.1488 hartree

Each line ends with the Mulliken charge.
CARTESIAN COORDINATES (ANGSTROEM)
S (1.4046, -1.7009, 0.2673)  -0.223
H (-2.6904, -2.3796, -0.0902)  0.155
C (2.0555, 1.1213, -0.0483)  -0.129
H (-2.9235, -0.3796, -0.9777)  0.166
H (0.5153, -1.6108, 1.2846)  0.137
S (-3.1857, -1.1734, 0.2016)  -0.329
H (2.9732, 1.4592, -0.3812)  0.379
C (1.3312, 0.0633, 0.1755)  -0.092
H (-0.0766, 1.8164, 0.7408)  0.144
C (0.5174, 1.2867, -0.1260)  -0.431
H (0.0790, 1.4974, -1.0465)  0.224

Forces on the atoms, in the same order (eV/Å):
S -0.6797 1.2694 0.6299
H 0.2280 0.2041 -0.6660
C -2.8251 -1.3078 0.3577
H -0.1018 -1.7558 1.5427
H 0.0898 -0.6817 -0.2412
S -0.0875 1.5545 -0.8647
H 1.5138 0.8619 -0.3078
C 0.8678 0.0359 -0.7180
H 1.3520 -1.0334 -1.5113
C 0.3927 0.9398 3.4790
H -0.7500 -0.0868 -1.7004

2.
Computed, not measured: a structure of composition C20H28N4O2 at a distorted geometry, with wB97M-V/def2-TZVPD.

Values from the calculation:
LUMO: -0.51 eV
HOMO: -7.84 eV
charge: 0
frontier orbital gap: 7.3 eV
energy: -1147.7660 hartree

Each line ends with the Mulliken charge.
CARTESIAN COORDINATES (ANGSTROEM)
H (1.6840, 5.6468, -0.0378)  0.299
O (-1.9179, 2.8063, -0.4853)  -0.745
C (-0.4398, -2.9108, 0.3579)  -0.778
C (-2.3867, -0.7907, 1.0809)  -0.407
H (0.6203, -4.6773, 1.0926)  0.372
H (-0.7137, -1.7729, 3.5169)  0.490
H (1.9408, -2.2159, 3.4551)  0.238
H (-3.2234, -1.5364, -0.8081)  0.916
C (-1.3640, 1.8615, -0.9332)  0.744
H (-1.7813, 0.1378, -1.7594)  0.181
C (2.7016, 4.3218, -1.5451)  -0.458
O (0.2425, -0.4069, -2.1134)  -0.729
N (4.0524, 4.3058, -1.8800)  -0.513
C (-1.0224, -2.9257, 1.6651)  -0.917
C (4.6252, 3.3438, -2.3494)  -0.209
H (5.7503, 3.4396, -2.6212)  0.322
H (2.0433, -1.9633, 0.9196)  0.091
C (3.8966, 2.1597, -2.6029)  -0.969
H (-1.4648, -0.5738, 0.5106)  -0.123
C (2.1784, 3.2104, -1.7873)  1.739
H (-0.1290, -0.9179, 2.0759)  0.076
C (1.8740, -3.0120, 1.3558)  -0.528
H (-2.9764, -0.2732, 1.8086)  0.517
H (2.5658, -0.0498, -2.5587)  0.389
C (-0.0508, 1.9147, -1.4213)  -0.227
C (0.7091, 0.6742, -1.9959)  0.428
H (2.7905, -3.3360, 1.7552)  0.463
C (0.8784, 3.0468, -1.2977)  -0.660
N (1.9866, 1.1000, -2.0836)  -0.119
H (0.9458, -3.7480, 3.0856)  0.296
C (-3.4833, 0.6544, -0.8313)  -0.873
H (4.7433, 1.3593, -2.7826)  0.206
H (-3.1420, -1.9920, 3.5089)  0.635
C (1.1167, -2.7072, 2.6043)  -0.758
N (-2.1075, 0.9489, -1.2843)  -0.109
C (2.6835, 2.1754, -2.0939)  0.926
N (-2.3673, -2.2878, 1.5361)  0.126
H (-0.0473, 3.9899, -1.0821)  0.091
H (-4.5410, -0.9706, 0.0579)  0.359
H (-4.5391, -2.1263, 2.2467)  0.204
C (-3.5097, -0.9583, -0.1905)  -1.335
H (-3.2464, -3.7414, 2.6360)  0.306
H (-1.3634, -3.6595, 2.1043)  0.990
H (-0.2754, -1.9838, -0.2419)  -0.300
H (1.2763, 5.7652, -1.8101)  0.332
H (-4.3019, 0.6075, -1.6659)  0.280
H (2.9295, 6.4337, -1.2082)  0.355
C (2.1461, 5.7071, -1.0569)  -1.212
C (-0.1862, -2.0131, 2.5999)  -0.187
C (0.8308, -3.7185, 0.5501)  -0.453
C (-3.2760, -2.3966, 2.7146)  -1.334
H (-0.9697, -3.4740, -0.1534)  0.875
H (-3.9097, 1.3666, -0.1205)  0.444
H (1.5244, -3.8377, -0.4369)  0.256

Forces on the atoms, in the same order (eV/Å):
H 0.6635 0.1905 -0.8840
O -0.9175 5.4611 3.5930
C 6.2450 2.3108 2.0048
C -3.0539 -5.1773 -3.4997
H 0.0887 0.4624 -1.0516
H 0.4048 -0.5827 0.5304
H -2.2588 -0.9989 -2.1677
H 3.7101 -7.8167 -8.0769
C 1.1991 3.9854 -0.4615
H 0.9009 -0.3944 -0.3556
C 7.7492 8.1991 0.5195
O 0.0317 -2.7946 -1.0482
N -3.2011 8.0540 3.5865
C -0.7145 12.4001 -0.8649
C 3.1104 -4.7811 -3.3325
H -1.8668 -0.3432 0.4575
H 0.1812 -1.3837 0.0006
C 8.3884 -0.9733 -0.5979
H -0.5254 0.8027 1.2968
C -12.4136 7.1703 5.2653
H 0.1659 -2.5492 1.0025
C -2.4344 4.5145 0.7017
H 0.9431 1.3215 0.4650
H -1.7515 4.6554 1.8588
C 8.5077 0.8611 -1.1710
C -1.7975 6.0010 3.2377
H 1.2499 -1.4763 -0.6559
C -11.4451 0.1894 0.3138
N 0.6527 -12.7387 -3.1993
H 0.1070 1.3926 -0.4128
C -1.4684 -2.5262 -0.7214
H -2.9095 0.5738 -0.0578
H 2.0183 4.9005 9.8103
C 3.4794 -0.2665 6.5685
N -5.8045 -8.5317 -2.4058
C 6.7519 -10.9596 -5.2731
N -1.1347 3.4103 0.5058
H 3.6456 -2.3847 -0.0487
H -0.7289 -0.8488 0.7506
H 3.9405 -0.7443 1.6613
C -0.8800 12.9888 8.6116
H -0.7062 3.9487 1.5559
H -1.6647 -8.6990 3.8877
H -0.0940 -0.3399 1.1528
H 1.1201 0.9191 1.2340
H 1.9386 0.3930 0.8545
H -0.1036 0.1948 0.1363
C -1.8084 -2.9905 -1.4603
C -0.2991 1.9281 -2.5776
C 4.2561 -1.3632 -3.2866
C -4.4785 -9.7347 -14.0380
H -5.2283 -5.0295 -5.4067
H 0.7396 -0.1292 0.0749
H -2.5004 -0.6710 1.4171

3.
Computed, not measured: the molecule C7H14, with wB97M-V/def2-TZVPD.

Values from the calculation:
LUMO: 0.98 eV
HOMO: -10.17 eV
charge: 0
frontier orbital gap: 11.1 eV
energy: -275.0854 hartree

Each line ends with the Mulliken charge.
CARTESIAN COORDINATES (ANGSTROEM)
C (1.0269, 0.0499, 1.5370)  -1.703
H (1.9514, -0.4627, 1.2446)  0.355
H (-1.4008, 1.3703, 1.5385)  0.376
C (-0.1414, -0.1295, 0.5589)  1.891
H (-1.0614, -1.7667, -0.5581)  0.381
H (-2.2765, 0.2679, 0.4617)  0.362
C (0.1531, 0.8015, -0.6124)  -0.389
H (1.2917, 1.1132, 1.5735)  0.387
H (0.8061, -0.2835, 2.5545)  0.404
H (-0.8147, -0.3390, -2.2742)  0.187
C (1.1701, 0.4906, -1.6582)  -0.687
C (-0.2503, -1.6031, 0.1586)  -1.824
C (-0.3299, 0.5992, -2.0092)  -0.560
H (0.1693, 1.8533, -0.3185)  0.631
H (1.8684, 1.2641, -1.9769)  0.261
C (-1.4627, 0.3294, 1.1952)  -1.755
H (-1.7324, -0.2919, 2.0574)  0.424
H (1.5953, -0.5154, -1.7082)  0.206
H (-0.7694, 1.4457, -2.5460)  0.260
H (0.6832, -1.9725, -0.2821)  0.361
H (-0.4573, -2.2186, 1.0428)  0.433

Forces on the atoms, in the same order (eV/Å):
C 0.2973 0.3213 0.2906
H -0.2955 -0.0693 -0.2716
H 0.0408 -0.1688 -0.0684
C 0.1724 0.0097 0.0893
H 0.0677 -0.0091 0.0912
H 0.1252 0.0001 0.1158
C -0.0015 0.0301 0.1402
H -0.0889 -0.0827 0.2361
H -0.1843 -0.0030 -0.0645
H 0.1327 0.1300 0.1950
C -0.2649 -0.0219 -0.6587
C -0.0149 -0.0293 -0.0635
C 0.1595 -0.1641 -0.2697
H -0.0808 -0.2202 0.0908
H -0.3008 -0.1101 0.0761
C -0.0056 -0.0030 0.0335
H 0.0714 0.0554 -0.1221
H -0.2386 0.3267 0.0750
H 0.5386 -0.1983 0.1598
H -0.1578 0.0739 0.0466
H 0.0280 0.1327 -0.1211

4.
Computed, not measured: the molecule C5H5NO2 at a distorted geometry, with wB97M-V/def2-TZVPD.

Values from the calculation:
LUMO: 0.33 eV
HOMO: -9.66 eV
charge: 0
frontier orbital gap: 10.0 eV
energy: -398.6561 hartree

Each line ends with the Mulliken charge.
CARTESIAN COORDINATES (ANGSTROEM)
H (3.3012, 1.1698, -0.1856)  0.237
O (0.9574, -1.3732, 0.0996)  -0.271
H (-1.7658, 1.4410, -0.4044)  0.445
C (0.1664, -0.2533, -0.1309)  0.502
C (-2.1694, 0.7519, 0.1260)  -1.051
C (2.1851, -0.8581, 0.1032)  -0.093
H (-2.0802, 1.0827, 1.2624)  0.272
H (-3.3940, 0.3967, -0.0241)  0.249
N (0.7838, 0.8483, -0.3551)  -0.460
H (2.8917, -1.5871, 0.2342)  0.453
C (2.1478, 0.5059, -0.2426)  -0.306
O (-1.7401, -1.5744, -0.3806)  -0.461
C (-1.2839, -0.5504, -0.1021)  0.483

Forces on the atoms, in the same order (eV/Å):
H -4.5156 -1.7021 -0.5351
O -1.0681 1.8435 0.0197
H 1.9080 4.8919 -3.8066
C 0.2090 -1.7418 0.1079
C -4.5803 -6.6603 5.8874
C -0.8013 3.1100 -1.4712
H -0.1153 -0.7164 -2.2753
H 3.8503 1.4072 0.0495
N 1.5360 0.0913 0.3707
H 2.0794 -1.1340 0.3975
C 3.2666 -1.0553 1.4712
O -1.3081 -4.2325 -0.6177
C -0.4605 5.8984 0.4019

The records above give, respectively, relative energy (zero: lowest compared OMol25 entry of this formula, charge and spin) values of 3.4519, 19.4574, 0.8385, 3.3302 eV.